12
Properties=species:S:1:pos:R:3 method="wB97M-V/def2-TZVPD" smiles="[H]/N=C(/C#N)[C@@H](N)C#N" charge=0 e_homo_ev=-11.0 e_tot_ev=-10169.6263 e_above_lowest_kj_mol=309.9 multiplicity=1 orbital_gap_ev=9.76
H 2.180 0.860 -0.221
C -1.704 0.257 -1.311
C -0.118 -1.649 0.675
N -0.723 -2.648 0.902
N -2.656 0.195 -2.005
H 1.466 0.339 1.329
N -0.736 1.501 0.791
N 1.698 0.092 0.382
C 0.509 -0.353 -0.198
C -0.730 0.603 -0.217
H 0.235 1.595 1.105
H 0.579 -0.793 -1.233